No. 1
Molecular formula: C20H22N2O3
Method: DFT, ωB97M-V/def2-TZVPD

Structure (ORCA input):
```
! wB97M-V def2-TZVPD RIJCOSX def2/J DEFGRID3
* xyz 0 1
H 3.71 0.33 -2.02
H -0.90 0.15 -3.60
C 1.51 -1.06 0.23
O -0.19 -1.58 1.77
H 1.46 -3.15 0.85
C 2.16 -0.09 -0.57
H 0.06 2.47 4.49
C -2.28 1.85 0.01
C 0.52 1.51 4.28
C -0.48 0.50 0.96
H -2.37 -3.62 -3.71
H -3.96 -1.44 -3.31
H -0.24 0.75 4.39
H 3.46 -3.72 -0.49
H 1.32 1.33 5.03
C -0.95 -2.00 -3.44
H -3.62 -2.31 -1.79
H -2.56 3.70 0.81
C -2.15 -2.63 -3.31
H 1.49 0.49 2.76
H -3.21 -0.57 -0.17
H -0.15 -0.57 -2.11
C 3.08 -2.71 -0.54
C -3.15 -1.79 -2.62
C -2.23 -0.55 -0.58
C 2.17 2.48 2.51
C 1.95 -2.38 0.22
N -1.56 0.66 0.03
C 0.28 -0.77 1.03
H 2.43 2.45 1.44
N -1.89 2.96 0.67
H -0.09 -2.41 -3.95
C -0.90 2.82 1.60
C -0.10 1.57 1.77
H 4.58 -2.06 -1.99
H 1.81 0.95 -0.51
O -0.67 3.79 2.26
H 3.08 2.21 3.06
C -0.98 -0.65 -2.81
H -2.89 0.36 -2.48
H -1.77 -1.51 -0.26
H 1.88 3.50 2.75
C 3.72 -1.77 -1.38
C 1.05 1.44 2.81
C 3.26 -0.43 -1.37
C -2.33 -0.54 -2.13
O -3.35 2.06 -0.58
*
```

Values from the calculation:
Energy above the lowest of the compared OMol25 structures with the same formula, charge and spin ... 2.363 eV
Electronic energy ... -30219.354 eV
Molar mass ... 338.41 Da
Orbital gap ... 8.512 eV
SMILES ... CC(C)c1c(C(=O)c2ccccc2)n(CC2CC=CC2)c(=O)[nH]c1=O
Highest occupied orbital energy ... -0.3298 Ha
E_LUMO ... -0.461 eV



No. 2
Molecular formula: C3H10N2S
Method: DFT, ωB97M-V/def2-TZVPD

Structure (ORCA input):
```
! wB97M-V def2-TZVPD RIJCOSX def2/J DEFGRID3
* xyz 0 1
H -0.30 -0.57 3.11
H 1.02 -0.95 1.28
N -0.60 1.31 -0.65
H -0.13 1.99 -0.06
H -1.25 0.56 2.31
S 0.16 -1.04 -2.86
N -0.63 -0.22 2.23
C 0.36 -0.10 1.16
H 0.74 -1.72 -0.81
H -1.57 1.60 -0.70
H -1.24 -0.69 -0.19
C 0.66 -0.72 -1.17
C -0.35 -0.06 -0.22
H 0.57 0.04 -3.53
H 1.66 -0.29 -1.11
H 0.88 0.85 1.22
*
```

Values from the calculation:
Energy above the lowest of the compared OMol25 structures with the same formula, charge and spin ... 0.481 eV
Electronic energy ... -17088.124 eV
Molar mass ... 106.19 Da
Orbital gap ... 9.614 eV
SMILES ... NC[C@@H](N)CS
Highest occupied orbital energy ... -0.3164 Ha
E_LUMO ... 1.003 eV



No. 3
Molecular formula: C5H11N3
Method: DFT, ωB97M-V/def2-TZVPD

Structure (ORCA input):
```
! wB97M-V def2-TZVPD RIJCOSX def2/J DEFGRID3
* xyz 0 1
H 3.72 -0.53 -0.78
H -3.23 1.63 -1.06
H -0.91 -2.37 1.38
H 3.03 0.13 1.35
N -1.43 1.54 -0.15
H -3.07 0.17 -0.13
H 2.52 -0.42 -2.24
C -2.83 1.24 -0.13
H 1.32 0.73 1.55
C 2.72 -0.33 -1.17
C -0.42 1.04 -0.58
H 0.10 -1.96 0.04
N 1.86 0.20 -0.32
C 2.10 0.37 0.97
H -3.07 1.91 0.65
H -0.60 -0.71 1.05
C -0.78 -1.63 0.64
N 0.64 0.58 -0.95
H -1.68 -1.60 -0.12
*
```

Values from the calculation:
Energy above the lowest of the compared OMol25 structures with the same formula, charge and spin ... 5.886 eV
Electronic energy ... -9828.020 eV
Molar mass ... 113.16 Da
Orbital gap ... 7.399 eV
Highest occupied orbital energy ... -0.2453 Ha
E_LUMO ... 0.724 eV



No. 4
Molecular formula: C2N4O4
Method: DFT, ωB97M-V/def2-TZVPD

Structure (ORCA input):
```
! wB97M-V def2-TZVPD RIJCOSX def2/J DEFGRID3
* xyz -2 1
O 1.06 2.40 -0.40
O 1.38 0.85 -2.05
C -0.44 0.84 0.92
C 0.94 1.32 -1.00
N -0.31 -0.89 -0.71
N -0.49 -1.75 0.24
O -0.96 -2.92 -0.09
O -0.33 -1.49 1.45
N -0.98 1.35 1.82
N 0.13 0.29 -0.19
*
```

Values from the calculation:
Energy above the lowest of the compared OMol25 structures with the same formula, charge and spin ... 0.000 eV
Electronic energy ... -16220.453 eV
Molar mass ... 144.05 Da
Orbital gap ... 7.161 eV
SMILES ... N#CN(N=[N+]([O-])[O-])C(=O)[O-]
Highest occupied orbital energy ... -0.0059 Ha
E_LUMO ... 7.000 eV



No. 5
Molecular formula: C3H8O3S
Method: DFT, ωB97M-V/def2-TZVPD

Structure (ORCA input):
```
! wB97M-V def2-TZVPD RIJCOSX def2/J DEFGRID3
* xyz 0 1
H 1.29 -2.80 -1.78
H 0.18 -3.79 -2.05
H -2.82 2.70 -0.24
O 1.02 -3.49 -2.45
C 0.98 0.53 0.30
H 0.91 1.19 -0.50
S 1.38 -1.21 -0.05
C -0.44 0.62 0.93
O -0.54 3.02 0.56
H 1.75 0.86 1.15
O -2.27 1.83 -0.16
H 1.27 -1.74 1.26
H -0.48 0.45 1.94
C -1.16 1.96 0.53
H -1.08 -0.12 0.55
*
```

Values from the calculation:
Energy above the lowest of the compared OMol25 structures with the same formula, charge and spin ... 1.293 eV
Electronic energy ... -20217.658 eV
Molar mass ... 124.16 Da
Orbital gap ... 10.069 eV
SMILES ... O=C(O)CCS.O
Highest occupied orbital energy ... -0.3540 Ha
E_LUMO ... 0.436 eV



No. 6
Molecular formula: C10H24BClNO2P2Pm
Method: DFT, ωB97M-V/def2-TZVPD

Structure (ORCA input):
```
! wB97M-V def2-TZVPD RIJCOSX def2/J DEFGRID3
* xyz 2 5
H 4.57 2.85 -0.22
C 1.96 0.55 3.38
Pm 0.80 0.09 -0.18
P 0.52 -0.33 2.68
H -0.37 -0.01 4.92
H -1.08 1.14 3.73
C 0.33 1.12 -3.66
H -2.55 1.68 -2.67
H -3.24 -3.09 2.06
H 3.36 4.10 -0.80
H -1.64 -0.56 3.77
H 1.72 -2.46 2.66
O 1.41 2.32 -0.39
H 0.24 2.15 -3.33
H -1.47 -2.19 -3.16
C -2.40 0.69 -3.13
Cl 3.18 -0.05 -0.89
H 4.12 2.91 -1.97
C -0.76 0.10 3.90
N -0.88 -1.70 0.15
H 2.13 0.20 4.40
H -0.01 -2.68 3.05
H 0.01 1.02 -4.70
H -3.17 0.00 -2.77
C -0.73 -1.52 -3.60
H -3.37 -3.90 0.25
H -0.96 -1.30 -4.65
O -2.34 1.98 0.68
H -2.45 0.77 -4.23
H 1.37 0.80 -3.56
H 1.75 1.61 3.38
C -1.41 1.34 0.42
B -3.23 -2.86 0.87
C 3.72 3.05 -0.93
H -4.16 -2.11 0.60
C 0.88 -2.06 3.24
P -0.76 0.07 -2.62
H 1.12 -2.06 4.31
H 2.84 0.36 2.77
C 2.59 2.16 -0.68
C -1.89 -2.21 0.45
H 0.27 -1.96 -3.51
*
```

Values from the calculation:
Energy above the lowest of the compared OMol25 structures with the same formula, charge and spin ... 0.423 eV
Electronic energy ... -64658.530 eV
Molar mass ... 443.52 Da
Orbital gap (spin up / spin down) ... 4.438 / 4.444 eV
Expectation value of S² ... 6.007
Highest occupied orbital energy (spin up / spin down) ... -0.5265 / -0.5267 Ha
E_LUMO (spin up / spin down) ... -9.890 / -9.890 eV



No. 7
Molecular formula: C3H15N2O3
Method: DFT, ωB97M-V/def2-TZVPD

Structure (ORCA input):
```
! wB97M-V def2-TZVPD RIJCOSX def2/J DEFGRID3
* xyz 1 1
N -0.85 -1.44 0.95
H 0.40 0.81 -2.14
H -1.65 1.06 -1.19
H -3.24 -1.04 1.19
H 0.69 -0.65 -1.38
H 1.13 0.62 4.05
H -1.43 -1.92 1.70
C -1.54 -0.65 0.06
O 2.07 0.85 1.03
O 1.41 -0.14 3.41
H -3.54 0.10 -0.07
H 2.66 0.85 -4.13
C -2.98 -0.84 0.15
H 2.96 0.85 0.72
H 0.08 -0.93 1.24
O 1.77 1.03 -3.89
H 1.26 -0.85 4.06
C -1.05 0.32 -0.72
H 1.06 0.91 -0.60
H -3.37 -1.57 -0.65
H 2.21 0.50 1.98
N 0.38 0.32 -1.23
H 1.58 1.80 -4.54
*
```

Values from the calculation:
Energy above the lowest of the compared OMol25 structures with the same formula, charge and spin ... 1.681 eV
Electronic energy ... -12470.154 eV
Molar mass ... 127.16 Da
Orbital gap ... 9.433 eV
Highest occupied orbital energy ... -0.4474 Ha
E_LUMO ... -2.742 eV



No. 8
Molecular formula: C4H5NO2
Method: DFT, ωB97M-V/def2-TZVPD

Structure (ORCA input):
```
! wB97M-V def2-TZVPD RIJCOSX def2/J DEFGRID3
* xyz 0 1
C -0.01 -0.09 0.00
H 0.87 -1.99 -1.01
C 0.15 -1.41 0.69
H 0.80 -1.28 1.56
H -0.84 -1.73 1.07
H -0.69 1.43 1.53
O 0.66 -2.41 -0.16
C -0.34 1.99 -0.56
H -0.53 3.04 -0.73
C -0.41 1.18 0.52
N 0.27 -0.01 -1.28
O 0.06 1.30 -1.64
*
```

Values from the calculation:
Energy above the lowest of the compared OMol25 structures with the same formula, charge and spin ... 1.990 eV
Electronic energy ... -9812.325 eV
Molar mass ... 99.09 Da
Orbital gap ... 11.144 eV
SMILES ... OCc1ccon1
Highest occupied orbital energy ... -0.3770 Ha
E_LUMO ... 0.884 eV



No. 9
Molecular formula: C18H25AsF3NO3PdS2Si
Method: DFT, ωB97M-V/def2-TZVPD

Structure (ORCA input):
```
! wB97M-V def2-TZVPD RIJCOSX def2/J DEFGRID3
* xyz 0 1
H -2.98 -0.72 -1.19
H -2.39 -3.78 -0.09
As -0.90 -1.80 -0.33
F 1.62 -0.10 4.32
H -1.67 -0.53 -2.36
O 1.38 -1.69 1.75
H -0.70 -7.35 -1.22
H 3.68 3.57 2.67
C -1.25 -6.38 -3.06
C -0.68 -4.06 -3.22
C 0.94 3.86 0.65
H 0.92 4.76 -2.49
H 2.32 5.27 1.49
Si -0.11 5.14 -0.26
C -1.85 5.10 0.42
H -1.69 -7.28 -3.49
C -1.24 -5.20 -3.78
H -0.56 3.80 -2.31
O -0.47 -1.83 3.33
F 3.20 -1.56 4.02
H -2.48 5.83 -0.09
C 0.44 -2.84 -1.32
H 1.68 6.87 -0.33
H -2.52 -2.09 -2.23
C 2.05 4.23 1.42
S 0.86 -2.26 3.03
H -2.30 4.12 0.30
H -1.28 -3.68 1.31
H 0.85 -2.16 -2.06
C -0.14 -5.28 -1.23
H -1.66 -5.16 -4.77
F 1.66 -1.91 5.50
C -2.15 -1.23 -1.68
H 0.08 7.58 -0.50
H 0.30 -5.32 -0.24
C 0.66 6.82 0.04
C -1.92 -3.12 0.63
C 1.90 -1.41 4.29
H -1.85 5.34 1.49
O 1.19 -3.65 3.15
S -0.61 1.65 -0.24
H -0.67 5.53 -2.64
H 3.02 1.17 2.47
C -0.10 4.77 -2.09
H 0.65 7.09 1.10
H 1.21 -3.07 -0.59
C 0.68 2.49 0.61
N 1.41 1.58 1.27
H -0.66 -3.13 -3.79
H -2.67 -2.60 1.22
C -0.70 -6.42 -1.79
C 2.82 3.28 2.08
C -0.13 -4.08 -1.94
C 2.47 1.96 1.99
Pd 0.33 -0.13 0.76
*
```

Values from the calculation:
Energy above the lowest of the compared OMol25 structures with the same formula, charge and spin ... 0.000 eV
Electronic energy ... -128726.222 eV
Molar mass ... 633.96 Da
Orbital gap ... 8.155 eV
Highest occupied orbital energy ... -0.3097 Ha
E_LUMO ... -0.272 eV



No. 10
Molecular formula: C14H23InNO7
Method: DFT, ωB97M-V/def2-TZVPD

Structure (ORCA input):
```
! wB97M-V def2-TZVPD RIJCOSX def2/J DEFGRID3
* xyz 1 1
C 1.47 2.55 -3.45
C -2.35 1.10 0.40
C 0.86 -3.39 -0.59
H 1.58 1.93 -5.54
H 2.09 3.05 -2.71
H 0.53 -4.68 -2.25
C -1.03 0.01 2.76
H 3.14 2.04 -4.72
H -3.32 0.79 0.00
H -1.84 0.65 3.12
C 2.16 2.50 -4.80
C 0.46 1.75 3.30
C 0.97 -5.84 1.05
H -1.55 1.85 -1.44
H 1.17 1.31 4.01
H -2.63 2.98 -0.67
C 1.32 -3.32 0.85
C -0.96 3.98 0.86
O 0.06 0.79 2.32
O 1.20 1.22 -2.93
H -1.58 3.74 1.73
H -1.49 4.74 0.26
H -0.92 -1.72 1.54
H -2.57 -1.11 1.78
O 1.61 -2.25 1.31
H -0.71 -0.61 3.60
O 0.67 -2.35 -1.17
C -1.84 2.24 -0.47
H -0.40 2.15 3.84
C -1.53 -0.82 1.58
O 0.68 -6.97 -0.99
C 1.30 -4.55 1.61
H -1.74 -0.67 -0.39
O 0.84 -6.78 1.75
H 2.30 3.49 -5.25
In 1.49 0.25 -0.16
H -2.46 1.46 1.42
H 0.98 2.57 2.80
H 0.54 3.13 -3.50
N -1.40 -0.05 0.34
C 0.76 -5.92 -0.43
C 0.71 -4.69 -1.18
H 1.52 -4.50 2.67
O -0.69 2.83 0.08
H 0.62 0.78 -3.57
H -0.01 4.37 1.23
*
```

Values from the calculation:
Energy above the lowest of the compared OMol25 structures with the same formula, charge and spin ... 0.000 eV
Electronic energy ... -35875.827 eV
Molar mass ... 432.16 Da
Orbital gap ... 4.408 eV
Highest occupied orbital energy ... -0.4420 Ha
E_LUMO ... -7.618 eV



No. 11
Molecular formula: C29H38N4O2P2Ti
Method: DFT, ωB97M-V/def2-TZVPD

Structure (ORCA input):
```
! wB97M-V def2-TZVPD RIJCOSX def2/J DEFGRID3
* xyz 0 3
H -5.88 -3.20 -8.03
H -2.28 -0.29 -2.18
C 2.80 -3.46 -9.60
H 5.05 1.96 -9.11
H -1.49 4.09 -8.82
C -5.31 -1.24 -8.99
H -2.68 4.71 -6.39
H -1.86 1.44 -9.15
C 0.10 -2.75 -1.81
H -0.42 -3.05 -2.72
O -0.86 0.05 1.29
C 1.50 0.60 -3.05
C -5.25 -2.32 -8.04
H -1.44 1.27 -4.54
H -1.51 -0.53 -9.00
H 2.09 -3.62 -6.33
C 5.05 1.06 -7.04
P -2.19 -0.22 -6.64
C 2.28 -3.44 -7.38
H 6.01 1.32 -6.62
C -0.83 2.93 -2.03
H -4.04 0.60 -9.10
H -0.93 -1.81 -7.92
H -0.45 -3.05 -0.90
H 0.83 0.17 2.58
C -4.31 -0.34 -8.64
C 0.40 -0.08 -8.03
H 0.76 3.42 -3.43
H -3.20 2.32 -5.21
H 0.14 1.76 2.10
C 1.56 1.76 -2.28
H 0.69 1.13 -4.97
H -3.85 -2.57 -6.29
H -1.47 -0.50 -4.33
C -1.50 1.66 -1.70
N 2.96 0.20 -7.25
C 0.70 2.95 -2.43
H -1.37 3.49 -2.82
C -2.80 2.52 -6.20
H 2.55 0.96 -9.22
C -2.07 2.06 -8.28
H 0.40 1.00 -7.84
Ti 0.15 -0.78 -1.76
C 4.55 1.40 -8.33
N -3.67 -0.79 -7.48
C 2.48 -2.15 -9.24
C -1.02 -0.71 -8.02
H 2.38 1.86 -1.56
C -0.08 0.71 2.35
C 0.48 0.40 -4.17
H 0.81 -0.22 -9.05
H 0.71 -0.58 -4.62
H 2.48 -1.25 -9.83
O 0.99 -0.35 -0.02
H 1.14 -3.11 -1.80
C -4.23 -2.04 -7.15
H 4.01 -0.08 -5.39
P 1.56 -0.82 -6.80
H -0.87 3.58 -1.13
H 2.85 -5.33 -8.34
C -1.05 0.44 -3.91
H 1.14 3.68 -1.72
N -2.52 1.47 -7.10
C 3.27 0.87 -8.43
N 2.14 -2.14 -7.88
C -2.52 3.73 -6.81
H -5.99 -1.15 -9.82
C 2.67 -4.27 -8.42
H 3.11 -3.79 -10.58
C -1.58 0.53 -2.49
H -0.76 0.68 3.19
C -1.97 3.42 -8.12
C 4.06 0.33 -6.39
H 2.40 -0.02 -3.13
H -1.94 1.58 -0.70
C -0.31 -0.35 0.18
*
```

Values from the calculation:
Energy above the lowest of the compared OMol25 structures with the same formula, charge and spin ... 3.489 eV
Electronic energy ... -82430.726 eV
Molar mass ... 584.46 Da
Orbital gap (spin up / spin down) ... 5.578 / 8.528 eV
Expectation value of S² ... 2.055
Highest occupied orbital energy (spin up / spin down) ... -0.1982 / -0.3056 Ha
E_LUMO (spin up / spin down) ... 0.184 / 0.211 eV



No. 12
Molecular formula: C20H14N5OTi
Method: DFT, ωB97M-V/def2-TZVPD

Structure (ORCA input):
```
! wB97M-V def2-TZVPD RIJCOSX def2/J DEFGRID3
* xyz -1 3
H -4.12 2.15 -3.89
C -0.78 2.06 1.09
H -4.18 -0.06 -4.99
C -2.83 1.52 -2.31
C 1.36 1.89 2.15
N -1.65 1.72 0.10
C 0.68 -2.25 -0.48
H -1.64 -1.62 -1.92
C 2.16 1.14 -3.44
H 3.32 -0.89 1.01
C 1.59 -0.14 -3.56
H 1.16 -1.05 2.58
H -0.52 4.32 3.61
N 3.42 1.93 -5.52
C 1.19 -1.30 1.53
C 2.34 -1.23 0.70
N 1.14 -1.21 -3.57
C 0.16 -1.93 0.80
C -3.58 1.32 -3.46
H 2.71 -2.01 -1.34
C -2.09 0.47 -1.76
C 1.02 2.93 3.01
H -2.78 2.48 -1.83
N 2.13 1.83 -2.26
H -2.96 -1.95 -3.97
N -1.28 0.65 -0.63
C -2.92 -0.98 -3.51
C -2.17 -0.79 -2.36
C -0.24 3.52 2.93
C -1.14 3.09 1.98
H 2.35 1.45 2.25
Ti 0.62 0.07 -0.35
O 1.47 1.23 -1.24
H 1.74 3.29 3.74
H -0.79 -2.23 1.20
H 0.19 -2.85 -1.23
H -2.13 3.53 1.89
C 2.85 1.61 -4.56
C -3.62 0.08 -4.07
C 2.02 -1.82 -0.54
C 0.48 1.42 1.20
*
```

Values from the calculation:
Energy above the lowest of the compared OMol25 structures with the same formula, charge and spin ... 0.722 eV
Electronic energy ... -53578.829 eV
Molar mass ... 388.23 Da
Orbital gap (spin up / spin down) ... 5.615 / 7.571 eV
Expectation value of S² ... 2.037
Highest occupied orbital energy (spin up / spin down) ... -0.1101 / -0.1954 Ha
E_LUMO (spin up / spin down) ... 2.618 / 2.255 eV